The following is a DFT calculation (the ωB97M-V functional and the def2-TZVPD basis) of a molecular structure, C24H35Cl2N2OS3SiV.

Last column: natural (NBO) charge in e.
Positions of all 69 atoms, in Å:
V 0.36656 0.08854 -0.54113  1.211
C 1.50713 -1.76964 3.69817  -0.542
C 0.59498 -0.58435 4.00027  -0.535
S -0.01958 0.32822 2.55003  0.269
C -1.78058 -0.07123 2.54883  -0.534
C -2.13043 -1.46832 2.06150  -0.562
S -1.52470 -1.77305 0.37831  0.311
C -0.51713 -3.26858 0.55823  -0.533
C 0.82063 -3.13085 1.28668  -0.550
S 0.69781 -3.27283 3.09796  0.174
H 2.01276 -2.06733 4.61802  0.230
H 2.27916 -1.48414 2.98763  0.239
H 1.15463 0.14525 4.58903  0.233
H -0.26519 -0.89950 4.59147  0.222
H -2.22411 0.68424 1.89686  0.225
H -2.17829 0.08642 3.55266  0.226
H -3.21445 -1.59126 2.04589  0.226
H -1.70308 -2.22470 2.71515  0.247
H -0.32909 -3.56696 -0.47510  0.252
H -1.14090 -4.03978 1.01131  0.226
H 1.30233 -2.18734 1.03727  0.255
H 1.47525 -3.93576 0.95398  0.228
C 3.04716 -0.08784 -3.19592  -1.135
Si 3.26003 -0.83702 -1.50224  1.838
C 5.07805 -0.70388 -1.08725  -1.139
C 2.83079 -2.64921 -1.56066  -1.141
N 2.26873 0.01508 -0.32490  -1.212
C 2.81212 0.74748 0.76125  0.258
C 2.44225 2.08372 0.95806  -0.269
C 2.89568 2.80699 2.05145  -0.183
C 3.75862 2.22804 2.97230  -0.259
C 4.16302 0.91439 2.77448  -0.195
C 3.69792 0.18665 1.68763  -0.299
H 3.94795 -0.24987 -3.79681  0.232
H 2.87540 0.98812 -3.12530  0.245
H 2.20454 -0.53077 -3.73127  0.238
H 5.64114 -1.07532 -1.94878  0.237
H 5.37206 -1.30023 -0.21988  0.229
H 5.38610 0.33068 -0.90672  0.242
H 3.37416 -3.12376 -2.38558  0.239
H 1.76215 -2.79840 -1.73413  0.247
H 3.11927 -3.15743 -0.63577  0.225
H 1.78278 2.55074 0.23507  0.211
H 2.57528 3.83369 2.17981  0.209
H 4.11940 2.79298 3.82210  0.212
H 4.84837 0.44813 3.47267  0.210
H 4.01264 -0.84254 1.55247  0.213
C -1.52380 3.64355 0.39734  -0.693
C -1.72807 2.33964 -0.29344  0.414
C -2.81632 2.09519 -1.28110  -0.702
O -0.79311 1.43004 -0.15468  -0.647
H -2.41338 4.26884 0.33636  0.223
H -0.68748 4.20138 -0.05082  0.245
H -1.27087 3.49122 1.45287  0.245
H -2.49817 2.32953 -2.30822  0.259
H -3.69655 2.69893 -1.06041  0.223
H -3.09931 1.03661 -1.27176  0.244
Cl -0.86908 -3.11526 -3.23587  -0.007
C -0.83597 -1.58539 -4.06064  0.045
C -1.22416 -1.53706 -5.38495  -0.250
C -1.20453 -0.32952 -6.06297  -0.224
C -0.79665 0.81924 -5.40740  -0.224
C -0.41465 0.75577 -4.07961  -0.051
Cl 0.10124 2.21421 -3.28961  0.023
C -0.41400 -0.45044 -3.35170  0.028
N 0.00395 -0.51993 -2.04547  -0.794
H -1.53995 -2.44708 -5.87713  0.227
H -1.50374 -0.28442 -7.10129  0.219
H -0.77155 1.77220 -5.91793  0.227

## Properties
**Total charge**: 0
**HOMO-LUMO gap (spin up / spin down)**: 6.6 / 6.4 eV
**Spin multiplicity**: 1
**LUMO (spin up / spin down)**: 0.26 / 0.15 eV
**HOMO (spin up / spin down)**: -0.2322 / -0.2314 hartree

***

The following is a DFT calculation (the ωB97M-V functional and the def2-TZVPD basis) of 7 unconnected molecules or ions with the total composition C17H43BN14O13S2.

Last column: Mulliken charge in e.
Positions of all 90 atoms, in Å:
O -6.46276 -1.72898 2.74831  -0.649
S -5.23681 -0.74183 2.70529  1.187
O -5.36398 0.13247 4.01350  -0.614
O -5.38315 0.38602 1.40521  -0.391
C -4.09705 0.57509 0.71648  -0.650
C -2.83217 0.88335 1.76622  0.995
O -3.23818 1.98920 2.68164  -0.500
C -1.54513 1.24564 0.81507  -0.913
C -0.59753 2.45054 1.41241  -0.011
C 0.03666 2.15972 2.89474  -0.352
C 1.39684 1.24630 2.90761  -0.423
S 2.67315 1.69430 1.61277  -0.084
C 2.39137 0.62760 0.09492  0.101
N 1.81900 1.32749 -1.12256  0.129
N 1.74037 0.35011 -2.13072  -0.412
C 2.22768 -0.96143 -1.52074  0.076
O 2.64641 -0.81160 -0.09655  -0.289
C -2.40403 -0.48688 2.61639  -0.852
C -3.58083 -1.62819 2.63870  0.071
C -3.46071 -2.73885 1.41896  -0.890
B -3.05563 -4.25775 1.94867  0.401
O -3.63343 -5.39657 1.16863  -0.490
O -2.14684 -4.50961 3.08577  -0.486
H -4.15578 1.52199 0.02181  0.493
H -3.75112 -0.32289 0.05075  0.223
H -3.74811 2.69061 2.14095  0.409
H -1.99292 1.66470 -0.20932  0.218
H -0.87499 0.33115 0.51674  0.041
H -1.31693 3.39483 1.53838  0.142
H 0.17589 2.73973 0.58336  0.154
H 0.23239 3.18320 3.42858  0.099
H -0.77850 1.59515 3.55624  0.148
H 1.21379 0.08409 2.85879  0.359
H 1.91486 1.43825 3.96582  0.352
H 2.26333 -1.93593 -2.19294  0.284
H -1.42455 -0.96101 2.18430  0.091
H -2.26809 -0.11087 3.73934  0.373
H -3.50022 -2.25346 3.64936  0.632
H -4.44299 -2.82477 0.76298  0.228
H -2.59012 -2.42393 0.66830  0.278
H -3.00297 -5.62548 0.41103  0.259
H -1.22151 -4.30231 2.70715  0.327
N 3.50266 3.30937 6.53313  -0.420
C 2.95859 3.76643 5.39085  0.588
N 2.67997 5.08248 5.39206  -0.377
O 2.73590 3.04542 4.43110  -0.588
H 3.69354 3.88750 7.33398  0.157
H 3.72767 2.32396 6.57396  0.223
H 2.26933 5.46709 4.55130  0.209
H 2.85619 5.69228 6.17262  0.163
N 2.17477 5.86937 0.65313  -0.370
C 0.88985 6.02839 0.28791  0.681
N 0.62705 7.18828 -0.34075  -0.456
O 0.03202 5.18825 0.50897  -0.624
H 2.89534 6.54965 0.47985  0.181
H 2.41518 5.00976 1.12918  0.189
H -0.32835 7.34777 -0.63262  0.224
H 1.32006 7.89214 -0.53178  0.146
N -0.32263 -5.31865 -3.04796  -0.362
C 0.78475 -4.58070 -3.24500  0.677
N 1.27424 -4.63085 -4.49700  -0.378
O 1.30328 -3.91916 -2.35951  -0.652
H -0.76414 -5.86974 -3.76448  0.155
H -0.72342 -5.30866 -2.11918  0.165
H 2.10724 -4.08948 -4.68787  0.216
H 0.86118 -5.16972 -5.23943  0.170
N -4.92503 -8.00525 0.05635  -0.338
C -5.66046 -8.09785 -1.06626  0.643
N -6.46997 -7.04748 -1.29221  -0.369
O -5.59819 -9.05716 -1.81887  -0.664
H -4.96245 -7.22348 0.68839  0.173
H -4.30226 -8.77500 0.26366  0.186
H -7.04091 -7.07717 -2.12682  0.215
H -6.53496 -6.24857 -0.68417  0.187
N 3.41156 2.90530 -5.02635  -0.365
C 3.62130 3.97723 -4.24106  0.683
N 2.86787 4.00985 -3.12710  -0.244
O 4.42979 4.84948 -4.51694  -0.689
H 2.75042 2.17681 -4.81604  0.182
H 3.95851 2.84210 -5.87499  0.198
H 2.99469 4.80004 -2.50828  0.100
H 2.19698 3.30100 -2.88290  0.130
N 6.39356 -0.92666 -6.32002  -0.409
C 5.86486 0.19834 -5.80567  0.626
N 5.59954 0.13950 -4.48819  -0.319
O 5.64389 1.19197 -6.47980  -0.636
H 6.58277 -1.75475 -5.78104  0.157
H 6.60822 -0.92444 -7.30859  0.225
H 5.20069 0.96543 -4.06136  0.186
H 5.77459 -0.66964 -3.91649  0.159

## Properties
**Structure (SMILES)**: O=S1(=O)OC[C@](O)(CCCCSc2nnco2)C[C@@H]1CB(O)O.NC(N)=O.NC(N)=O.NC(N)=O.NC(N)=O.NC(N)=O.NC(N)=O
**Total charge**: 0
**HOMO-LUMO gap**: 8.3 eV
**Spin multiplicity**: 1
**LUMO**: -0.58 eV
**HOMO**: -0.3264 hartree

***

The following is a DFT calculation (the ωB97M-V functional and the def2-TZVPD basis) of a molecular structure, C3H5GdO5.

Last column: Löwdin spin population.
Positions of all 14 atoms, in Å:
O -0.68064 2.49806 0.18565  0.135
C -1.02613 1.36242 -0.45456  0.212
C -2.30628 0.63026 -0.13874  0.047
O -2.06713 -0.74088 -0.01087  0.015
H -1.14027 2.57544 1.03538  0.001
H 2.82657 -1.53499 -1.38724  0.001
H -0.60018 1.31020 -1.46343  0.024
H -3.04517 0.82803 -0.94331  0.008
H -2.73462 1.06638 0.78856  0.001
Gd -0.02544 -1.34281 0.22606  7.522
O 2.19139 -1.61310 -0.65884  0.020
C 2.78047 -1.69293 0.61577  0.008
O 1.84194 -1.67367 1.47140  0.008
O 3.98550 -1.67241 0.73418  -0.001

## Properties
**Total charge**: +1
**HOMO-LUMO gap (spin up / spin down)**: 6.4 / 7.3 eV
**Spin multiplicity**: 9
**LUMO (spin up / spin down)**: -7.01 / -6.55 eV
**HOMO (spin up / spin down)**: -0.4935 / -0.5097 hartree
**Expectation value of S²**: 20.0514

***

The following is a DFT calculation (the ωB97M-V functional and the def2-TZVPD basis) of a molecular structure, C20H14Cl5F3N3O5PrS.

Last column: Löwdin spin population.
Positions of all 52 atoms, in Å:
Pr 0.12268 0.27834 0.29537  2.027
O 2.20210 3.60895 -1.37503  0.000
C 1.65618 2.40375 -1.38764  0.000
O 0.47792 2.21196 -1.08591  -0.003
C 2.43543 1.43631 -2.27593  0.000
O 2.37238 0.09718 -1.84402  0.000
C 3.27123 -0.17405 -0.76332  0.000
C 2.60890 0.48879 0.44751  -0.001
O 2.39638 1.73112 0.36128  -0.002
O 2.12347 -0.21957 1.33743  0.000
H 1.67599 4.22213 -0.83250  0.000
H 3.46980 1.78783 -2.34864  0.000
H 1.95315 1.45984 -3.26020  0.000
H 4.26905 0.23200 -0.97130  0.000
H 3.30456 -1.26202 -0.64297  0.000
F 1.58645 -4.55034 2.39405  0.000
C 0.27742 -4.70745 2.63160  0.000
F -0.21023 -5.42653 1.60440  0.000
F 0.19365 -5.51035 3.71108  0.000
C -0.45098 -3.41300 2.84798  0.000
C -1.18297 -3.19919 3.99711  0.001
C -1.81785 -1.97262 4.17577  0.000
C -1.66573 -1.00627 3.19936  0.000
N -0.96303 -1.18971 2.08261  -0.004
C -0.35439 -2.38661 1.87711  0.000
S 0.48334 -2.57405 0.41332  -0.005
H -1.26467 -3.97015 4.75052  0.000
H -2.40103 -1.77601 5.05957  0.000
H -2.12923 -0.02877 3.29967  0.000
Cl -2.95232 1.82791 -0.69032  0.000
C -2.27890 2.72736 0.62438  -0.001
C -1.24174 2.07404 1.28877  -0.008
C -0.61515 2.83277 2.28190  -0.001
Cl 0.71956 2.03893 3.05879  0.000
C -0.98480 4.13123 2.61521  0.000
Cl -0.14138 5.02251 3.82090  0.000
C -2.06492 4.70871 1.94266  0.000
Cl -2.58376 6.28738 2.36510  0.000
C -2.72574 4.00508 0.93550  0.000
Cl -4.05671 4.71663 0.11499  0.000
C -0.14517 -2.75725 -4.78087  0.000
N -0.41300 -1.63848 -3.91812  0.000
C -0.76979 -0.37426 -4.27950  0.000
C -0.88635 0.33967 -3.12163  0.000
N -0.59885 -0.47215 -2.05685  -0.003
C -0.32532 -1.65430 -2.57943  0.000
H -0.22343 -2.44892 -5.82158  0.000
H -0.85972 -3.56126 -4.59354  0.000
H 0.86116 -3.13714 -4.59406  0.000
H -0.91925 -0.09004 -5.30132  0.000
H -1.16061 1.36967 -2.98760  0.000
H -0.07381 -2.53962 -2.02164  0.000

## Properties
**Total charge**: 0
**HOMO-LUMO gap (spin up / spin down)**: 8.0 / 8.0 eV
**Spin multiplicity**: 3
**LUMO (spin up / spin down)**: 0.20 / 0.20 eV
**HOMO (spin up / spin down)**: -0.2858 / -0.2862 hartree
**Expectation value of S²**: 2.0023

***

Per-record DFT total energy, Eh: -4468.7609, -3239.4349, -1258.9034, -4826.8985